[1]
80
Properties=species:S:1:pos:R:3:nbo_charge:R:1 method="wB97M-V/def2-TZVPD" s_squared=6.01 charge=0 spin_multiplicity=5 e_homo_ha="-0.2350 / -0.2396" gap_ev="6.107 / 6.211"
Fe 0.030 0.344 0.044 1.402
C -2.777 3.449 1.681 -0.275
C -2.284 2.283 1.076 0.048
N -1.089 1.797 1.329 -0.524
C -0.287 2.416 2.233 0.199
C -0.708 3.573 2.918 -0.089
C -1.984 4.087 2.593 -0.118
C 0.128 4.155 3.900 -0.296
C 1.319 3.543 4.174 -0.158
C 1.765 2.401 3.492 -0.337
C 1.013 1.807 2.473 0.192
N 1.289 0.728 1.719 -0.724
C 2.421 -0.048 1.871 0.171
C 3.708 0.406 2.077 -0.278
C 4.814 -0.471 2.087 -0.191
C 4.653 -1.810 1.885 -0.218
C 3.351 -2.326 1.672 -0.096
C 3.108 -3.699 1.442 -0.136
C 1.833 -4.138 1.252 -0.251
C 0.789 -3.189 1.290 0.059
N 0.974 -1.911 1.488 -0.452
C 2.242 -1.462 1.677 0.212
H -3.760 3.816 1.425 0.222
H -2.888 1.737 0.360 0.190
H -2.325 4.988 3.088 0.214
H -0.194 5.041 4.428 0.209
H 1.958 3.952 4.948 0.209
H 2.702 1.960 3.791 0.220
H 3.890 1.466 2.170 0.206
H 5.803 -0.061 2.240 0.209
H 5.499 -2.484 1.879 0.208
H 3.945 -4.386 1.416 0.213
H 1.608 -5.180 1.072 0.219
H -0.233 -3.520 1.142 0.179
N 1.549 4.692 -0.863 -0.336
C 1.803 3.523 -0.255 0.216
N 0.911 2.632 -0.627 -0.485
C 0.113 3.323 -1.476 0.269
N 0.461 4.583 -1.655 -0.260
C -1.047 2.696 -2.130 0.136
C -1.820 3.386 -3.064 0.039
N -2.860 2.816 -3.652 -0.362
C -3.116 1.548 -3.320 -0.013
C -2.352 0.857 -2.394 0.006
N -1.322 1.434 -1.784 -0.405
H 2.041 5.566 -0.790 0.423
H 2.610 3.367 0.439 0.230
H -1.584 4.409 -3.320 0.220
H -3.962 1.071 -3.799 0.198
H -2.566 -0.171 -2.143 0.206
F 3.995 -1.973 -4.277 -0.345
C 3.110 -1.481 -3.369 0.366
C 3.562 -0.629 -2.384 -0.311
C 2.637 -0.135 -1.472 -0.150
C 1.271 -0.460 -1.473 -0.572
C 0.899 -1.318 -2.520 -0.232
C 1.782 -1.837 -3.463 -0.300
H 4.610 -0.368 -2.341 0.214
H 3.019 0.535 -0.706 0.174
H -0.138 -1.615 -2.642 0.179
H 1.458 -2.502 -4.252 0.212
O -2.221 -2.644 -3.516 -0.727
C -3.477 -3.010 -2.967 0.087
N -3.342 -4.211 -2.214 -0.621
C -3.127 -4.358 -0.872 0.670
O -3.135 -5.458 -0.358 -0.590
C -2.876 -3.140 -0.032 -0.191
C -3.405 -3.116 1.254 -0.116
C -3.078 -2.065 2.087 -0.242
C -2.229 -1.078 1.610 0.077
N -1.716 -1.087 0.379 -0.512
C -2.027 -2.111 -0.419 0.047
H -2.352 -2.112 -4.308 0.481
H -4.203 -3.180 -3.767 0.177
H -3.859 -2.220 -2.310 0.167
H -3.378 -5.090 -2.709 0.413
H -4.035 -3.931 1.585 0.241
H -3.452 -2.011 3.099 0.230
H -1.926 -0.254 2.241 0.220
H -1.539 -2.134 -1.383 0.236

---

[2]
73
Properties=species:S:1:pos:R:3:nbo_charge:R:1 method="wB97M-V/def2-TZVPD" s_squared=8.78 de_lowest_ev=0.000 charge=+2 spin_multiplicity=6 e_homo_ha="-0.4932 / -0.5175" gap_ev="6.796 / 5.748"
Os 0.633 -0.025 -1.311 0.846
O 1.655 1.070 -3.159 -0.440
C 0.513 1.305 -2.837 0.442
C -0.627 2.047 -3.324 -0.253
C -0.717 2.670 -4.565 -0.106
C -1.939 3.218 -4.926 -0.182
C -3.026 3.136 -4.060 -0.116
C -2.914 2.540 -2.801 -0.227
C -1.698 2.006 -2.435 -0.199
P -1.244 1.321 -0.807 1.126
C -2.728 0.688 -0.061 -0.462
C -3.268 -0.499 -0.562 -0.121
C -4.453 -0.983 -0.037 -0.207
C -5.094 -0.283 0.981 -0.154
C -4.550 0.893 1.482 -0.196
C -3.356 1.382 0.970 -0.176
C -0.607 2.731 0.111 -0.443
C -1.272 3.957 0.074 -0.185
C -0.734 5.048 0.735 -0.186
C 0.468 4.926 1.424 -0.155
C 1.135 3.709 1.464 -0.199
C 0.598 2.610 0.809 -0.135
H 0.136 2.702 -5.233 0.251
H -2.051 3.694 -5.891 0.254
H -3.981 3.543 -4.367 0.249
H -3.765 2.501 -2.130 0.248
H -2.762 -1.046 -1.352 0.209
H -4.881 -1.902 -0.419 0.240
H -6.024 -0.659 1.387 0.242
H -5.052 1.429 2.277 0.242
H -2.921 2.289 1.372 0.237
H -2.200 4.066 -0.477 0.226
H -1.250 6.000 0.708 0.243
H 0.889 5.787 1.928 0.243
H 2.068 3.612 2.005 0.240
H 1.123 1.663 0.867 0.204
O 0.104 -2.502 -4.981 -0.100
N 0.611 -1.839 -4.175 0.581
O 0.423 -1.696 -2.980 -0.406
C 4.628 0.906 3.169 -0.174
C 4.922 0.656 1.833 -0.210
C 4.020 -0.047 1.047 -0.149
C 2.819 -0.516 1.597 -0.505
C 2.526 -0.249 2.940 -0.207
C 3.435 0.453 3.722 -0.197
Ge 1.616 -1.496 0.473 1.140
C -0.087 -1.854 1.352 -0.454
C -0.715 -0.831 2.079 -0.220
C -1.842 -1.107 2.839 -0.203
C -2.376 -2.390 2.839 -0.160
C -1.781 -3.400 2.090 -0.213
C -0.646 -3.138 1.338 -0.142
C 2.431 -3.105 -0.202 -0.483
C 3.719 -3.458 0.209 -0.120
C 4.287 -4.639 -0.247 -0.212
C 3.592 -5.456 -1.130 -0.154
C 2.316 -5.104 -1.561 -0.209
C 1.740 -3.928 -1.106 -0.210
H 5.336 1.447 3.784 0.236
H 5.854 1.006 1.407 0.233
H 4.262 -0.241 0.006 0.207
H 1.610 -0.615 3.388 0.225
H 3.216 0.639 4.766 0.235
H -0.302 0.172 2.088 0.214
H -2.301 -0.325 3.431 0.231
H -3.257 -2.607 3.432 0.236
H -2.195 -4.400 2.102 0.238
H -0.177 -3.939 0.783 0.223
H 4.265 -2.832 0.904 0.219
H 5.276 -4.923 0.090 0.238
H 4.045 -6.374 -1.484 0.237
H 1.778 -5.746 -2.246 0.231
H 0.740 -3.666 -1.435 0.204

---

[3]
73
Properties=species:S:1:pos:R:3:lowdin_charge:R:1 method="wB97M-V/def2-TZVPD" s_squared=2.01 de_lowest_ev=0.128 charge=0 spin_multiplicity=3 e_homo_ha="-0.2446 / -0.2901" gap_ev="7.052 / 6.405"
Au 0.202 -1.658 -1.571 0.833
S 1.048 0.580 -2.711 0.312
P 0.120 1.316 -1.105 0.442
C -0.558 -0.125 -0.313 -0.553
P -1.510 -0.241 1.192 0.404
S -2.245 -2.020 1.584 0.293
C -0.406 0.315 2.518 -0.352
C 0.955 0.043 2.409 -0.095
C 1.817 0.379 3.441 -0.075
C 1.323 0.984 4.588 -0.080
C -0.036 1.237 4.710 -0.074
C -0.902 0.897 3.681 -0.086
C -2.867 0.972 1.085 -0.353
C -2.693 2.325 1.361 -0.101
C -3.735 3.221 1.176 -0.070
C -4.963 2.770 0.714 -0.083
C -5.149 1.420 0.451 -0.077
C -4.108 0.523 0.638 -0.112
C 1.270 2.218 -0.030 -0.344
C 0.845 3.178 0.887 -0.097
C 1.747 3.750 1.768 -0.067
C 3.082 3.370 1.739 -0.077
C 3.514 2.424 0.822 -0.073
C 2.612 1.847 -0.060 -0.104
C -1.188 2.463 -1.596 -0.352
C -2.418 1.927 -1.973 -0.093
C -3.427 2.759 -2.428 -0.074
C -3.210 4.127 -2.521 -0.076
C -1.979 4.662 -2.171 -0.073
C -0.966 3.832 -1.713 -0.084
H 1.341 -0.440 1.519 0.100
H 2.875 0.168 3.347 0.109
H 1.996 1.249 5.393 0.104
H -0.426 1.693 5.611 0.104
H -1.965 1.078 3.788 0.111
H -1.747 2.679 1.745 0.082
H -3.587 4.271 1.395 0.109
H -5.776 3.469 0.568 0.106
H -6.109 1.062 0.103 0.107
H -4.250 -0.533 0.449 0.069
H -0.188 3.494 0.902 0.084
H 1.408 4.494 2.478 0.109
H 3.786 3.817 2.429 0.106
H 4.556 2.132 0.790 0.108
H 2.942 1.108 -0.779 0.074
H -2.583 0.859 -1.909 0.108
H -4.384 2.338 -2.709 0.110
H -4.000 4.777 -2.877 0.105
H -1.803 5.726 -2.259 0.105
H -0.002 4.252 -1.456 0.107
N -0.182 -3.673 -0.363 0.023
C 1.119 -4.054 0.046 -0.276
C 1.429 -4.119 1.398 -0.033
C 2.717 -4.438 1.799 -0.091
C 3.692 -4.697 0.847 -0.092
C 3.375 -4.615 -0.501 -0.035
C 2.094 -4.282 -0.932 -0.150
C 1.789 -4.133 -2.383 -0.223
C 2.303 -5.076 -3.275 -0.053
C 2.105 -4.949 -4.641 -0.097
C 1.394 -3.864 -5.128 -0.103
C 0.878 -2.924 -4.245 -0.145
C 1.048 -3.040 -2.866 -0.260
H -0.839 -3.490 0.391 -0.043
H -0.575 -4.260 -1.087 0.107
H 0.653 -3.920 2.128 0.107
H 2.954 -4.489 2.854 0.101
H 4.700 -4.946 1.151 0.099
H 4.146 -4.779 -1.245 0.113
H 2.857 -5.925 -2.890 0.109
H 2.505 -5.693 -5.318 0.098
H 1.240 -3.747 -6.194 0.097
H 0.334 -2.074 -4.643 0.077

---

[4]
76
Properties=species:S:1:pos:R:3:lowdin_charge:R:1 method="wB97M-V/def2-TZVPD" de_lowest_ev=0.000 charge=0 e_homo_ha=-0.2979 gap_ev=8.483
Pd -0.275 -0.476 -0.306 0.773
O 3.371 1.569 -0.170 0.022
C 2.536 0.797 -0.629 -0.610
O 1.634 0.230 0.083 -0.198
C 2.619 0.470 -2.126 -0.100
C 3.889 0.668 -2.672 -0.021
C 4.165 0.399 -3.999 -0.067
C 3.156 -0.068 -4.824 -0.073
C 1.889 -0.258 -4.307 -0.105
C 1.592 -0.001 -2.967 -0.257
P -0.157 -0.236 -2.454 1.024
C -0.633 -1.713 -3.414 -0.370
C -1.874 -1.842 -4.024 -0.099
C -2.247 -3.044 -4.612 -0.075
C -1.390 -4.131 -4.583 -0.083
C -0.151 -4.017 -3.961 -0.077
C 0.221 -2.819 -3.379 -0.100
C -1.029 1.128 -3.291 -0.319
C -1.614 2.103 -2.488 -0.075
C -2.258 3.190 -3.068 -0.071
C -2.326 3.306 -4.444 -0.083
C -1.748 2.332 -5.251 -0.077
C -1.104 1.251 -4.678 -0.093
H 4.654 1.047 -2.009 0.115
H 5.163 0.552 -4.388 0.105
H 3.351 -0.284 -5.866 0.105
H 1.118 -0.636 -4.962 0.093
H -2.569 -1.012 -4.026 0.114
H -3.218 -3.129 -5.083 0.107
H -1.684 -5.068 -5.039 0.103
H 0.523 -4.863 -3.932 0.104
H 1.186 -2.738 -2.893 0.114
H -1.561 2.008 -1.413 0.061
H -2.710 3.942 -2.434 0.105
H -2.831 4.151 -4.894 0.103
H -1.803 2.415 -6.329 0.104
H -0.669 0.500 -5.323 0.097
Br 1.669 -5.565 3.992 0.765
C 1.105 -4.152 2.875 -0.684
C 0.353 -4.421 1.744 -0.095
C -0.048 -3.351 0.968 -0.106
N 0.265 -2.084 1.253 0.020
C 1.007 -1.847 2.336 -0.097
C 1.443 -2.848 3.184 -0.088
H 0.078 -5.429 1.470 0.106
H -0.652 -3.511 0.088 0.093
H 1.292 -0.817 2.507 0.082
H 2.036 -2.604 4.054 0.103
F -6.144 -2.072 -0.068 0.038
C -4.835 -1.737 -0.191 -0.297
C -3.995 -2.580 -0.880 -0.016
C -2.655 -2.223 -1.010 -0.140
C -2.147 -1.046 -0.449 -0.296
C -3.055 -0.216 0.236 -0.101
C -4.394 -0.562 0.371 -0.021
H -4.384 -3.493 -1.311 0.116
H -2.009 -2.897 -1.565 0.079
H -2.710 0.716 0.663 0.069
H -5.095 0.073 0.897 0.115
C -0.368 4.042 2.086 -0.224
S 0.357 2.612 1.244 0.963
O -0.822 1.922 0.626 -0.587
C 0.775 1.710 2.734 -0.403
C -0.224 1.161 3.525 -0.080
C 0.134 0.490 4.687 -0.079
C 1.471 0.372 5.037 -0.095
C 2.461 0.901 4.219 -0.073
C 2.118 1.568 3.051 -0.079
H -1.217 3.716 2.685 0.055
H -0.697 4.749 1.327 0.050
H 0.398 4.500 2.712 0.061
H -1.261 1.245 3.221 0.115
H -0.632 0.053 5.314 0.109
H 1.744 -0.150 5.946 0.106
H 3.504 0.780 4.481 0.110
H 2.871 1.933 2.362 0.107

---

[5]
73
Properties=species:S:1:pos:R:3:lowdin_charge:R:1 method="wB97M-V/def2-TZVPD" s_squared=0.76 de_lowest_ev=0.417 charge=-2 spin_multiplicity=2 e_homo_ha="-0.0026 / -0.0581" gap_ev="4.197 / 5.705"
Pd 0.170 0.125 0.570 0.419
O 2.693 -0.697 0.359 -0.053
C 3.406 -0.782 1.589 -0.340
C 2.368 -1.155 2.726 -0.660
O 2.888 -1.263 3.852 -0.024
O 1.184 -1.308 2.382 -0.068
C 4.041 0.552 1.936 -0.146
C 3.596 1.717 1.323 -0.013
C 4.149 2.946 1.663 -0.085
C 5.152 3.022 2.616 -0.121
C 5.592 1.860 3.242 -0.100
C 5.039 0.636 2.909 -0.033
C 4.460 -1.880 1.443 -0.131
C 4.333 -3.130 2.037 -0.003
C 5.275 -4.120 1.794 -0.090
C 6.358 -3.882 0.961 -0.121
C 6.499 -2.634 0.368 -0.102
C 5.558 -1.646 0.614 -0.039
H 3.321 -0.658 -0.370 0.098
H 2.796 1.666 0.594 0.085
H 3.774 3.841 1.180 0.096
H 5.584 3.981 2.882 0.085
H 6.365 1.911 4.000 0.088
H 5.351 -0.269 3.414 0.117
H 3.501 -3.312 2.704 0.117
H 5.158 -5.089 2.267 0.093
H 7.089 -4.661 0.777 0.086
H 7.343 -2.424 -0.280 0.090
H 5.685 -0.662 0.172 0.120
Br 0.086 6.468 -2.016 0.597
C 0.179 4.686 -1.311 -0.719
C 0.419 4.499 0.038 -0.176
C 0.472 3.199 0.533 -0.167
C 0.287 2.056 -0.260 -0.282
C 0.054 2.325 -1.618 -0.161
C -0.004 3.606 -2.156 -0.170
H 0.558 5.352 0.693 0.082
H 0.664 3.083 1.597 0.082
H -0.123 1.498 -2.299 0.078
H -0.209 3.754 -3.209 0.086
C -3.456 0.033 1.785 -0.291
Ge -2.213 -0.161 0.216 0.857
C -2.966 1.204 -1.057 -0.349
C -3.060 0.959 -2.427 -0.143
C -3.446 1.943 -3.326 -0.116
C -3.745 3.222 -2.874 -0.130
C -3.655 3.494 -1.516 -0.113
C -3.276 2.495 -0.629 -0.125
C -2.919 -1.878 -0.648 -0.247
C -1.989 -2.883 -0.782 -0.135
C -2.301 -4.150 -1.322 -0.098
C -3.569 -4.424 -1.749 -0.072
C -4.575 -3.431 -1.648 -0.186
C -5.896 -3.689 -2.092 -0.068
C -6.870 -2.734 -2.003 -0.119
C -6.556 -1.469 -1.464 -0.097
C -5.288 -1.198 -1.028 -0.042
C -4.250 -2.163 -1.098 -0.172
H -4.521 -0.045 1.557 -0.013
H -3.273 1.001 2.261 -0.011
H -3.197 -0.734 2.518 -0.005
H -2.820 -0.031 -2.808 0.097
H -3.505 1.713 -4.385 0.086
H -4.028 4.001 -3.573 0.083
H -3.865 4.492 -1.147 0.091
H -3.192 2.743 0.426 0.093
H -0.971 -2.695 -0.453 0.069
H -1.521 -4.900 -1.393 0.091
H -3.826 -5.392 -2.168 0.094
H -6.116 -4.668 -2.507 0.096
H -7.877 -2.941 -2.348 0.085
H -7.323 -0.706 -1.401 0.091
H -5.048 -0.221 -0.633 0.084

---

[6]
79
Properties=species:S:1:pos:R:3:lowdin_charge:R:1 method="wB97M-V/def2-TZVPD" de_lowest_ev=0.919 charge=0 e_homo_ha=-0.2924 gap_ev=7.382
Pd -0.962 0.789 1.119 0.648
N -0.835 -0.344 4.303 0.124
C -1.891 -1.210 4.488 -0.256
C -2.187 -1.684 5.746 -0.032
C -3.211 -2.619 5.962 -0.083
C -3.949 -3.099 4.921 -0.057
C -3.682 -2.633 3.615 -0.156
C -4.419 -3.084 2.497 -0.011
C -4.138 -2.600 1.258 -0.039
C -3.110 -1.645 1.129 -0.151
N -2.400 -1.194 2.134 0.089
C -2.660 -1.680 3.383 -0.148
H -0.649 0.255 5.094 0.101
H -0.829 0.183 3.451 0.018
H -1.602 -1.326 6.585 0.111
H -3.407 -2.960 6.971 0.105
H -4.738 -3.824 5.074 0.108
H -5.206 -3.814 2.651 0.119
H -4.681 -2.920 0.379 0.108
H -2.879 -1.251 0.149 0.079
O -2.541 4.548 2.374 -0.288
Cl -1.727 3.436 2.030 0.675
O -1.236 2.738 3.206 -0.374
O -0.605 3.825 1.217 -0.364
O -2.546 2.447 1.267 -0.434
C -4.799 1.857 -3.200 -0.085
C -4.834 1.440 -1.878 -0.073
C -3.658 1.120 -1.215 -0.109
C -2.424 1.212 -1.861 -0.257
C -2.406 1.649 -3.191 -0.099
C -3.582 1.964 -3.857 -0.082
Si -0.781 0.705 -1.115 0.687
C 0.536 1.872 -1.744 -0.271
C 1.766 1.428 -2.233 -0.114
C 2.750 2.325 -2.626 -0.085
C 2.513 3.690 -2.534 -0.084
C 1.292 4.150 -2.058 -0.066
C 0.312 3.250 -1.667 -0.092
C -0.342 -1.053 -1.645 -0.270
C -0.088 -1.307 -2.998 -0.098
C 0.237 -2.582 -3.441 -0.080
C 0.311 -3.633 -2.538 -0.088
C 0.054 -3.405 -1.194 -0.079
C -0.270 -2.127 -0.755 -0.143
H -5.718 2.109 -3.715 0.102
H -5.779 1.374 -1.354 0.106
H -3.710 0.825 -0.176 0.072
H -1.461 1.766 -3.712 0.099
H -3.545 2.304 -4.885 0.102
H 1.948 0.365 -2.333 0.079
H 3.695 1.960 -3.011 0.102
H 3.276 4.394 -2.839 0.102
H 1.105 5.214 -1.983 0.108
H -0.627 3.622 -1.275 0.101
H -0.142 -0.499 -3.720 0.104
H 0.430 -2.755 -4.492 0.104
H 0.563 -4.628 -2.882 0.103
H 0.100 -4.223 -0.485 0.106
H -0.474 -1.966 0.296 0.076
N 8.795 -2.214 -2.281 0.163
C 7.846 -1.771 -1.809 -0.178
C 6.657 -1.215 -1.220 -0.226
C 5.402 -1.612 -1.676 -0.006
C 4.258 -1.072 -1.119 0.004
C 4.366 -0.143 -0.090 -0.171
C 5.615 0.247 0.377 0.007
C 6.758 -0.282 -0.192 -0.010
N 3.199 0.413 0.489 0.001
C 3.071 1.657 1.079 -0.017
C 1.781 1.765 1.470 -0.083
N 1.105 0.601 1.128 -0.039
C 1.986 -0.172 0.532 -0.141
H 5.326 -2.335 -2.476 0.127
H 3.289 -1.367 -1.496 0.109
H 5.694 0.948 1.196 0.117
H 7.733 0.017 0.166 0.126
H 3.887 2.355 1.130 0.126
H 1.276 2.593 1.936 0.095
H 1.796 -1.168 0.168 0.126